Below is a molecular structure, C32H84O32PtS10 at a distorted geometry, with properties calculated with the ωB97M-V functional and the def2-TZVPD basis.

XYZ file:
```
159
Properties=species:S:1:pos:R:3:forces:R:3
Pt -23.86116 -13.14062 10.11113 0.14 0.09 0.64
S -21.01226 -13.71950 7.13819 2.43 3.29 0.71
S -28.42096 -16.16342 9.25353 -1.55 -0.32 -0.16
S -29.23479 -8.61901 5.84463 -0.30 0.00 0.75
S -18.17125 -10.55965 10.50904 -1.37 0.36 0.16
S -21.27423 -11.38660 14.30475 -0.39 -0.96 0.62
S -26.04774 -13.74380 13.69468 -0.66 0.47 1.98
S -21.27345 -16.17490 14.49129 2.62 -1.35 0.06
S -24.05794 -16.48921 10.05124 -1.13 1.58 -1.87
S -25.47338 -6.79803 7.11328 -0.18 -0.67 2.72
S -28.27198 -9.90463 11.65918 -1.80 -0.59 -1.61
O -28.52279 -10.32048 12.98033 -0.02 -0.11 1.72
O -20.46312 -12.37942 14.93237 -0.34 0.23 0.57
O -21.58083 -12.75243 8.01283 -0.16 0.63 0.81
O -23.18035 -17.60198 10.01481 0.99 0.11 0.64
O -17.60015 -11.37509 11.50752 0.51 -0.79 1.12
O -23.65091 -15.14602 10.55010 0.40 -1.99 -0.20
O -28.32765 -16.16154 10.68424 -0.07 -0.49 -0.26
O -29.03595 -10.59418 10.63681 0.74 0.38 -0.02
O -20.64180 -10.22347 13.84286 1.19 2.15 -1.07
O -20.32397 -17.25807 14.50036 0.05 0.03 -0.21
O -25.28512 -16.80023 10.92821 -0.23 0.86 0.82
O -26.30625 -5.85065 6.48337 -0.92 0.59 -0.42
O -21.04030 -15.37137 15.82623 -1.81 -0.72 0.79
O -21.81250 -14.67757 6.58463 -3.11 -3.66 -2.33
O -27.10341 -13.90660 14.90103 -0.12 -0.47 -0.52
O -22.41764 -10.81006 15.22781 -1.13 -1.88 1.39
O -28.61344 -8.37611 11.57822 -0.13 -0.10 0.76
O -21.24026 -15.28972 13.38264 -0.37 0.86 -0.69
O -25.20349 -14.89167 13.76271 0.06 -0.18 -0.04
O -24.10718 -6.00807 7.29105 -0.30 -0.24 -0.40
O -25.45379 -12.44466 13.90092 -0.26 -0.13 -0.96
O -20.34297 -12.92683 5.92191 -1.53 -1.38 0.26
O -25.53670 -13.35022 8.88426 -0.39 0.03 -0.76
O -28.96885 -9.76759 6.92687 -0.56 -0.06 0.20
O -24.16171 -11.27219 9.91159 0.20 -0.55 -0.03
O -17.76931 -10.72099 9.15915 0.20 0.06 -0.98
O -17.89148 -9.04534 10.85124 -0.33 0.09 0.20
O -30.37340 -8.91739 5.03328 -0.16 -0.08 0.03
O -27.58232 -17.03616 8.47368 -0.01 0.50 0.22
O -29.94246 -16.53756 8.92316 0.10 0.30 -0.21
O -27.96717 -8.43063 5.20704 -0.27 0.15 0.27
O -25.89284 -7.40916 8.39746 0.79 1.05 -2.09
C -24.18867 -11.17857 16.99817 1.41 -0.79 0.33
C -20.31633 -10.47509 5.58157 -1.26 -1.06 -0.91
C -22.14277 -12.16021 13.01590 -0.67 -0.05 0.85
C -23.23271 -11.88513 16.02027 0.81 0.49 0.08
C -24.63922 -16.33018 8.33104 -0.20 -0.92 1.79
C -25.99346 -12.05679 8.48006 0.08 -1.65 1.30
C -29.19981 -6.28702 10.54423 1.37 -0.14 -0.54
C -19.66566 -14.51748 7.89506 0.70 0.68 0.30
C -30.34993 -16.55949 7.49742 -1.52 -1.61 2.16
C -30.12552 -10.52031 7.47464 -1.00 0.84 0.22
C -29.64439 -7.19674 6.87980 1.57 -0.33 -0.78
C -23.14266 -6.51008 8.18552 1.14 -0.83 1.98
C -26.59892 -9.96117 11.31014 1.05 -0.35 -1.60
C -24.88302 -11.07994 8.70586 0.31 1.25 -0.51
C -18.65424 -15.57130 16.57377 -0.44 -0.05 2.00
C -28.43369 -7.64157 10.35112 -1.30 0.84 0.41
C -24.79277 -18.91230 12.21366 -1.06 -0.35 -0.58
C -19.96169 -10.76241 10.59106 0.13 0.80 0.56
C -19.69969 -11.70233 6.18842 1.19 0.13 0.31
C -27.95873 -12.80651 15.44332 0.90 0.09 -0.76
C -25.66438 -18.14989 11.20101 0.63 -1.70 -0.72
C -18.23430 -8.45703 12.15209 0.24 1.26 -0.06
C -30.49890 -11.60751 6.45930 -0.41 2.05 0.35
C -22.84207 -5.40889 9.23982 -0.67 -1.66 0.64
C -16.97805 -7.73498 12.70655 -0.47 -1.29 -0.90
C -22.81473 -16.90654 14.64611 -1.02 1.07 0.51
C -31.19050 -15.41116 7.10255 -1.84 0.81 0.03
C -25.07769 -8.05398 6.01702 0.29 -0.79 -0.88
C -19.78164 -14.72861 15.99277 1.15 1.27 0.73
C -27.03802 -13.85841 12.26711 -1.44 -0.04 -1.36
C -29.41947 -13.31332 15.48326 0.83 1.78 -0.58
C -28.29407 -14.48751 8.75915 0.53 -0.35 -0.02
H -26.47585 -9.51809 10.28715 0.09 -0.05 1.06
H -30.62839 -7.30156 7.34615 0.42 -0.06 0.00
H -18.66977 -9.15299 12.85299 0.13 -0.59 0.00
H -29.84487 -10.86758 8.48029 0.42 0.00 -0.58
H -31.49390 -12.00651 6.68279 0.45 -0.39 0.07
H -29.66838 -12.27527 6.44878 0.20 -1.02 -0.24
H -28.90405 -8.21612 9.53058 0.50 0.22 0.29
H -28.81668 -5.59943 9.78569 0.15 0.08 0.10
H -23.70680 -18.93236 12.09411 -0.38 -0.05 -0.47
H -25.03398 -18.47156 13.14022 0.06 0.55 1.43
H -25.19205 -17.25205 8.08744 0.66 0.28 0.03
H -22.13380 -5.84097 10.01309 -0.37 0.83 -1.11
H -28.40492 -14.39844 7.66446 0.15 0.02 0.53
H -23.75668 -12.47505 15.26594 0.12 0.13 0.31
H -25.25614 -10.03845 8.77885 0.22 -0.34 -0.71
H -19.02895 -7.72081 11.91861 0.46 -0.29 0.10
H -22.53101 -4.45795 8.75772 -0.12 -0.71 0.57
H -31.12823 -15.32763 5.99700 -0.40 0.04 0.62
H -18.90757 -14.70857 7.13543 -0.08 -0.19 0.20
H -29.49594 -14.15367 16.10194 -0.12 -1.39 0.80
H -26.03104 -8.46987 5.70683 -0.07 -0.03 -0.09
H -23.62644 -10.37256 17.44840 0.05 0.37 0.19
H -27.81730 -11.94775 14.76615 -0.33 -0.23 0.29
H -27.43408 -12.54932 16.39345 -0.98 -0.27 -0.43
H -21.38984 -12.53643 12.31454 -0.55 -0.46 0.32
H -23.50773 -16.08185 14.84529 -0.27 -0.42 -0.09
H -24.56225 -7.63043 5.15094 -0.10 -0.01 0.18
H -29.76526 -13.53500 14.47399 0.18 -0.16 -0.01
H -18.70545 -11.94489 5.82304 0.34 0.80 -0.12
H -29.09990 -5.79665 11.52046 0.41 -0.47 -0.15
H -24.49578 -8.84567 6.47736 0.20 0.11 0.23
H -19.57505 -14.34579 15.01196 0.73 0.36 -0.18
H -22.23519 -6.87842 7.71993 0.22 0.66 -0.97
H -30.80830 -14.48770 7.52888 0.13 0.15 -0.09
H -22.83886 -12.84471 13.55980 0.80 -0.11 -1.19
H -17.71620 -14.98707 16.69791 -0.73 -0.06 -0.34
H -19.53429 -9.77909 5.58332 1.00 1.41 -0.08
H -24.20859 -11.26085 7.84255 0.04 0.60 0.43
H -20.32522 -10.48134 11.60652 0.38 -0.26 -0.73
H -29.50168 -16.61587 6.92045 2.11 -0.23 -1.32
H -26.88617 -11.85633 9.06008 -0.47 0.56 0.22
H -30.24635 -6.33287 10.34499 -0.84 -0.60 -0.08
H -23.70757 -16.16241 7.85196 0.76 -0.15 -0.96
H -20.44390 -10.14268 9.83655 0.15 0.12 0.00
H -19.30213 -13.83986 8.65929 0.40 0.09 0.02
H -25.23757 -19.93105 12.28393 0.59 0.49 -0.25
H -20.20091 -11.79437 10.35373 0.19 -0.17 0.09
H -27.88943 -13.15319 12.33478 0.48 -0.11 0.23
H -26.25949 -12.07863 7.43980 -0.19 0.14 -0.73
H -26.47925 -13.58492 11.35282 0.17 -0.11 0.53
H -25.09584 -10.79203 16.59487 -0.54 0.18 -0.65
H -26.28774 -11.01661 11.17195 -0.16 0.58 0.53
H -22.72867 -11.36014 12.60454 -0.40 0.25 -0.60
H -16.50783 -7.22360 11.88092 0.24 0.23 -0.20
H -19.95866 -13.85521 16.67641 -0.07 -0.90 -0.83
H -22.77563 -17.61727 15.46368 -0.11 -0.18 -0.13
H -23.46400 -7.47528 8.64698 -0.40 0.97 0.14
H -21.12769 -10.11227 6.20294 -0.19 0.07 0.06
H -22.49259 -12.51615 16.58853 -0.62 0.76 -0.74
H -32.27795 -15.48185 7.46187 1.56 -0.06 -0.69
H -25.71952 -18.66384 10.24419 0.18 -0.17 -0.17
H -27.22561 -14.36000 9.07136 -0.62 0.98 -0.42
H -17.20662 -7.02901 13.46386 -0.59 0.73 0.65
H -26.68304 -18.11853 11.53993 -0.34 0.41 0.35
H -16.26458 -8.42167 13.15193 0.03 -0.30 -0.18
H -27.49242 -14.87276 12.07847 0.86 0.92 0.70
H -30.56962 -11.05616 5.51158 -0.04 -0.65 0.10
H -18.44480 -16.42512 15.95190 0.04 -0.43 0.03
H -27.36057 -7.52596 10.22703 -0.13 0.30 -0.39
H -30.11495 -12.55495 15.86821 0.43 0.03 0.01
H -19.62280 -11.52641 7.25844 0.11 -0.12 0.16
H -30.98308 -9.81460 7.69389 0.86 -0.52 -0.61
H -29.03986 -13.87966 9.31944 0.73 -0.46 -0.32
H -29.60713 -6.38583 6.14002 -0.25 -0.01 0.38
H -23.01212 -17.32927 13.65692 0.04 -0.05 0.36
H -18.93767 -15.87213 17.65805 0.42 0.11 -1.83
H -26.04657 -9.44668 12.09732 0.06 -0.12 -0.22
H -20.69490 -10.58436 4.53756 0.40 -0.16 0.75
H -23.80241 -5.33337 9.80149 0.64 0.62 -0.41
H -25.27637 -15.49780 8.18789 -0.54 1.03 0.16
H -24.43223 -11.86818 17.82878 0.07 0.15 -0.52
H -30.89183 -17.52367 7.42241 0.34 0.56 -0.13
H -28.74688 -7.09367 7.53765 -1.03 0.08 -0.20
H -20.01787 -15.40346 8.38950 -0.19 -0.49 0.00
```
Forces are in eV/Å.

Spin multiplicity = 3
Highest occupied orbital energy (alpha / beta) = -7.831 / -8.674 eV
Net charge = 0
HOMO-LUMO gap (alpha / beta) = 0.297 / 0.267 hartree